Below is a molecular structure, C16H43N6O4P2RuTe, with properties calculated with wB97M-V/def2-TZVPD.

For the energy relative to the best compared isomer or geometry (same formula, charge and spin), the calculation gives 0.0000 eV. For the max |F|, the calculation gives 0.6 eV/A. Its expectation value of S² is 0.756. The spin multiplicity is 2. As for the total charge: +2. For the HOMO energy (alpha / beta), the calculation gives -13.787 / -13.869 eV. The HOMO-LUMO gap (alpha / beta) is 8.5 / 7.0 eV.

Atoms and positions in Å:
Ru: -1.1999 -0.0990 0.5208
C: -3.7806 -1.2719 1.5003
C: -3.1294 -0.4668 2.6369
N: -2.3648 0.6704 2.0624
C: -3.2611 1.7425 1.5313
C: -2.6909 2.3659 0.2595
N: -2.1382 1.3345 -0.6678
C: -3.0727 0.6540 -1.5976
C: -3.9245 -0.3368 -0.8261
N: -3.0779 -1.0475 0.1910
H: -4.8304 -1.0070 1.3791
H: -3.7503 -2.3330 1.7387
H: -2.4111 -1.0812 3.1751
H: -3.8778 -0.1191 3.3528
H: -1.7695 1.0544 2.7912
H: -3.4170 2.5163 2.2837
H: -4.2374 1.3010 1.3486
H: -1.8486 3.0098 0.5210
H: -3.4397 2.9851 -0.2395
H: -1.4141 1.7837 -1.2223
H: -2.4492 0.1277 -2.3201
H: -3.6863 1.3803 -2.1349
H: -4.3717 -1.0570 -1.5125
H: -4.7474 0.1539 -0.3146
H: -2.8337 -1.9575 -0.1924
C: -2.6171 -4.7373 -1.5802
C: -1.1482 -4.4456 -1.7279
O: -0.9676 -3.0011 -1.8468
P: 0.0869 -2.1678 -1.0156
O: -0.2207 -0.7044 -1.2462
Te: -0.2628 -2.5195 1.3237
O: 1.5319 -2.4553 -1.5385
C: 2.1729 -3.7696 -1.5042
C: 3.6433 -3.5772 -1.7514
H: -2.7774 -5.8153 -1.5673
H: -3.1809 -4.3201 -2.4137
H: -3.0038 -4.3381 -0.6393
H: -0.7360 -4.8853 -2.6339
H: -0.5831 -4.8087 -0.8662
H: 1.7069 -4.3799 -2.2769
H: 1.9810 -4.2168 -0.5253
H: 3.8123 -3.0855 -2.7084
H: 4.1369 -4.5484 -1.7747
H: 4.0980 -2.9850 -0.9574
C: 3.5910 2.7348 2.2884
N: 2.1847 2.5597 1.9279
C: 1.2687 3.4256 2.6599
P: 1.7120 1.7488 0.5956
O: 0.3510 1.1286 0.9312
N: 2.8215 0.6124 0.2559
C: 3.1094 -0.4474 1.2178
C: 3.7226 0.6462 -0.8910
N: 1.5404 2.7752 -0.6671
C: 2.3037 4.0254 -0.7402
C: 0.9962 2.3543 -1.9526
H: 3.7451 2.4376 3.3267
H: 3.8945 3.7788 2.1781
H: 4.2278 2.1220 1.6544
H: 1.3390 3.2183 3.7291
H: 0.2440 3.2548 2.3367
H: 1.5111 4.4796 2.4976
H: 2.4129 -0.4043 2.0530
H: 4.1277 -0.3454 1.6016
H: 3.0071 -1.4219 0.7365
H: 3.4696 1.4644 -1.5589
H: 3.6412 -0.2896 -1.4479
H: 4.7572 0.7721 -0.5629
H: 2.6197 4.3463 0.2480
H: 1.6715 4.8057 -1.1654
H: 3.1874 3.9147 -1.3747
H: 0.6533 1.3205 -1.9159
H: 1.7608 2.4157 -2.7309
H: 0.1808 3.0255 -2.2456

Which charges does Löwdin predict for the atoms? In e, they are: atom 1 (Ru): 1.05, atom 2 (C): -0.16, atom 3 (C): -0.18, atom 4 (N): -0.17, atom 5 (C): -0.14, atom 6 (C): -0.13, atom 7 (N): -0.15, atom 8 (C): -0.14, atom 9 (C): -0.13, atom 10 (N): -0.16, atom 11 (H): 0.12, atom 12 (H): 0.12, atom 13 (H): 0.09, atom 14 (H): 0.14, atom 15 (H): 0.13, atom 16 (H): 0.14, atom 17 (H): 0.11, atom 18 (H): 0.12, atom 19 (H): 0.14, atom 20 (H): 0.09, atom 21 (H): 0.12, atom 22 (H): 0.14, atom 23 (H): 0.14, atom 24 (H): 0.11, atom 25 (H): 0.06, atom 26 (C): -0.06, atom 27 (C): -0.27, atom 28 (O): -0.27, atom 29 (P): 0.14, atom 30 (O): -0.45, atom 31 (Te): 0.75, atom 32 (O): -0.25, atom 33 (C): -0.24, atom 34 (C): -0.05, atom 35 (H): 0.10, atom 36 (H): 0.09, atom 37 (H): 0.07, atom 38 (H): 0.13, atom 39 (H): 0.09, atom 40 (H): 0.12, atom 41 (H): 0.11, atom 42 (H): 0.09, atom 43 (H): 0.10, atom 44 (H): 0.07, atom 45 (C): -0.07, atom 46 (N): -0.30, atom 47 (C): -0.08, atom 48 (P): 0.55, atom 49 (O): -0.43, atom 50 (N): -0.29, atom 51 (C): -0.10, atom 52 (C): -0.06, atom 53 (N): -0.30, atom 54 (C): -0.06, atom 55 (C): -0.10, atom 56 (H): 0.10, atom 57 (H): 0.09, atom 58 (H): 0.08, atom 59 (H): 0.10, atom 60 (H): 0.06, atom 61 (H): 0.09, atom 62 (H): 0.07, atom 63 (H): 0.10, atom 64 (H): 0.06, atom 65 (H): 0.07, atom 66 (H): 0.08, atom 67 (H): 0.10, atom 68 (H): 0.07, atom 69 (H): 0.10, atom 70 (H): 0.09, atom 71 (H): 0.06, atom 72 (H): 0.10, atom 73 (H): 0.09